# 1
The following is a DFT calculation (ωB97M-V with the def2-TZVPD basis set) of the ion C12H14N2O2 with charge +2 at a distorted geometry.

The total energy is -724.90876 a.u. As for the total charge: +2. The highest occupied orbital energy is -17.03 eV. The value obtained for the largest force on an atom is 2.8 eV/Å.

Geometry (Å):
1 C 5.363 0.979 0.438
2 N 3.921 0.684 0.113
3 C 3.514 0.164 -1.088
4 C 2.105 -0.165 -1.391
5 C 1.120 0.088 -0.342
6 C -0.392 -0.192 -0.432
7 C -1.302 0.316 -1.465
8 C -2.730 -0.025 -1.360
9 N -3.234 -0.795 -0.320
10 C -4.688 -1.112 -0.182
11 O -5.443 0.004 0.299
12 O -4.996 0.332 1.564
13 C -2.402 -1.320 0.662
14 C -0.972 -1.041 0.649
15 C 1.605 0.694 0.936
16 C 3.012 0.977 1.133
17 H 5.342 1.954 1.007
18 H 6.013 1.015 -0.467
19 H 5.668 0.193 1.184
20 H 4.311 -0.008 -1.856
21 H 1.791 -0.612 -2.368
22 H -0.921 0.961 -2.289
23 H -3.489 0.331 -2.099
24 H -4.804 -1.923 0.594
25 H -5.150 -1.498 -1.125
26 H -4.369 1.071 1.406
27 H -2.785 -1.944 1.509
28 H -0.302 -1.435 1.446
29 H 0.858 0.906 1.737
30 H 3.356 1.400 2.109

=====

# 2
The following is a DFT calculation (ωB97M-V with the def2-TZVPD basis set) of a structure of composition C24H42O21P2S at a distorted geometry.

The total energy is -3600.92210 a.u. The highest occupied orbital energy is -9.46 eV. The value obtained for the largest force on an atom is 2.6 eV/Å.

Geometry (Å):
1 C 8.632 -2.585 2.087
2 C 8.252 -1.348 1.252
3 C 7.363 -0.410 2.044
4 C 6.733 0.692 1.206
5 C 5.707 1.474 2.031
6 C 4.402 0.669 2.181
7 C 3.163 1.549 2.114
8 C 1.923 0.780 2.598
9 C 0.776 0.900 1.601
10 O -0.494 0.758 2.303
11 P -1.714 0.484 1.373
12 O -1.417 0.377 -0.033
13 O -2.690 1.696 1.679
14 O -2.488 -0.783 2.014
15 P -2.482 -2.172 1.148
16 O -1.021 -2.661 0.972
17 O -3.076 -3.198 2.205
18 S -3.568 -2.165 -0.445
19 H 7.853 -3.337 2.061
20 H 9.529 -3.024 1.654
21 H 8.864 -2.310 3.107
22 H 9.185 -0.879 0.955
23 H 7.729 -1.683 0.359
24 H 7.967 0.069 2.811
25 H 6.602 -0.964 2.587
26 H 6.258 0.300 0.307
27 H 7.533 1.356 0.884
28 H 5.513 2.425 1.545
29 H 6.139 1.659 3.010
30 H 4.385 -0.079 1.392
31 H 4.442 0.165 3.144
32 H 3.047 1.864 1.080
33 H 3.304 2.430 2.729
34 H 2.193 -0.272 2.611
35 H 1.619 1.079 3.593
36 H 0.921 0.142 0.847
37 H 0.817 1.894 1.172
38 H -3.547 1.424 1.301
39 H -0.737 -2.586 0.036
40 H -3.538 -2.683 2.890
41 C -1.297 -6.242 -2.590
42 C -0.172 -6.761 -1.724
43 O 0.640 -5.593 -1.549
44 C -0.145 -4.512 -1.732
45 O 0.188 -3.391 -1.492
46 O -1.352 -4.860 -2.220
47 H -2.248 -6.731 -2.395
48 H -1.073 -6.311 -3.656
49 H -0.517 -7.099 -0.746
50 H 0.396 -7.559 -2.194
51 C -5.211 0.482 -3.831
52 C -6.064 -0.305 -2.863
53 O -7.108 0.624 -2.543
54 C -7.206 1.511 -3.561
55 O -8.077 2.308 -3.687
56 O -6.169 1.370 -4.427
57 H -4.739 -0.140 -4.586
58 H -4.445 1.075 -3.330
59 H -6.509 -1.190 -3.322
60 H -5.522 -0.602 -1.971
61 C 3.674 -2.385 4.705
62 C 4.106 -3.817 4.933
63 O 5.507 -3.763 4.653
64 C 5.925 -2.485 4.839
65 O 7.059 -2.141 4.846
66 O 4.864 -1.653 5.010
67 H 2.856 -2.078 5.352
68 H 3.398 -2.192 3.667
69 H 3.965 -4.138 5.967
70 H 3.609 -4.522 4.272
71 C -7.467 3.836 -7.657
72 C -6.217 3.161 -7.143
73 O -5.541 2.802 -8.355
74 C -5.975 3.630 -9.339
75 O -5.491 3.702 -10.420
76 O -7.036 4.363 -8.917
77 H -7.820 4.631 -7.006
78 H -8.282 3.131 -7.830
79 H -5.580 3.839 -6.572
80 H -6.427 2.285 -6.542
81 C -4.410 5.444 1.158
82 C -3.294 4.764 1.922
83 O -2.446 5.864 2.267
84 C -3.200 6.994 2.264
85 O -2.836 8.048 2.667
86 O -4.428 6.751 1.735
87 H -5.373 4.954 1.284
88 H -4.193 5.532 0.091
89 H -3.644 4.287 2.839
90 H -2.756 4.035 1.328

=====

# 3
The following is a DFT calculation (ωB97M-V with the def2-TZVPD basis set) of a cluster of 2 separate species, CH6Si2 in total at a distorted geometry.

The total energy is -620.52772 a.u. The highest occupied orbital energy is -8.37 eV. The value obtained for the largest force on an atom is 3.8 eV/Å.

Geometry (Å):
1 C 0.538 -0.328 -0.619
2 Si 0.539 1.122 0.493
3 Si -0.950 -0.798 0.595
4 H 0.147 -0.239 -1.580
5 H 1.375 -0.920 -0.758
6 H 1.425 1.335 1.621
7 H -0.210 2.679 -0.560
8 H -2.062 -0.723 -0.259
9 H -0.802 -2.128 1.066

=====

Number 1: gap between HOMO and LUMO 8.7 eV. Number 2: gap between HOMO and LUMO 9.2 eV. Number 3: gap between HOMO and LUMO 8.4 eV.